An isolated molecule of C13H26BNO, computed with wB97M-V/def2-TZVPD.

Structure (ORCA input):
```
! RIJCOSX wB97M-V def2-TZVPD def2/J DEFGRID3
* xyz 0 1
C -4.261 -2.858 0.559
C -3.900 -2.561 -0.790
C -3.302 -1.834 -2.172
C -1.650 -1.751 -2.000
C -1.126 -0.376 -2.724
B -0.699 0.828 -1.650
C 0.899 0.933 -1.278
C 1.343 0.168 0.104
C 2.872 0.741 0.465
C 3.909 -0.441 0.929
C 4.218 -0.391 2.564
N 4.583 1.011 3.048
C -1.900 1.809 -1.102
C -2.190 1.719 0.510
C -2.621 0.207 1.034
O -1.090 2.319 1.328
H -4.181 -3.254 1.683
H -3.637 -2.461 -3.103
H -3.723 -0.742 -2.300
H -1.304 -1.852 -0.870
H -1.213 -2.660 -2.615
H -0.176 -0.547 -3.403
H -1.960 0.117 -3.418
H 1.186 2.076 -1.147
H 1.594 0.491 -2.142
H 1.373 -1.010 -0.013
H 0.657 0.401 1.031
H 3.300 1.174 -0.560
H 2.808 1.654 1.202
H 4.954 -0.202 0.407
H 3.605 -1.510 0.562
H 5.158 -1.067 2.781
H 3.252 -0.798 3.111
H 5.372 1.420 2.500
H 4.827 0.951 4.079
H -2.889 1.516 -1.674
H -1.661 2.949 -1.343
H -3.142 2.406 0.724
H -2.896 0.309 2.191
H -3.600 -0.071 0.431
H -1.757 -0.570 0.898
H -1.031 1.755 2.160
*
```

Properties
HOMO level: -0.335 hartree
Orbital gap: 0.355 Ha
Lowest unoccupied orbital energy: 0.0194 Eh

A 2-piece molecular cluster, C3H11NS overall, computed with wB97M-V/def2-TZVPD.

Structure (ORCA input):
```
! RIJCOSX wB97M-V def2-TZVPD def2/J DEFGRID3
* xyz 0 1
C 1.366 -0.264 2.058
S 2.509 -0.325 0.609
H 1.194 0.880 2.179
H 1.909 -0.848 2.884
H 0.454 -0.841 1.825
C -1.226 -0.829 -1.438
C -1.409 0.344 -0.582
N -0.026 0.926 -0.221
H -2.082 -1.169 -2.033
H -0.867 -1.712 -0.742
H -0.410 -0.596 -2.122
H -2.074 0.194 0.380
H -1.929 0.987 -1.432
H 0.347 1.294 -1.094
H -0.054 1.776 0.394
H 2.297 0.182 -0.667
*
```

Properties
HOMO level: -0.313 hartree
Orbital gap: 0.343 Ha
Lowest unoccupied orbital energy: 0.0306 Eh
Energy relative to the best compared isomer or geometry (same formula, charge and spin): 54.7 kcal/mol

An isolated ion of composition C4H7N2S and charge +1, computed with wB97M-V/def2-TZVPD.

Structure (ORCA input):
```
! RIJCOSX wB97M-V def2-TZVPD def2/J DEFGRID3
* xyz 1 1
C 0.408 -2.258 -0.870
C 0.375 -0.943 -1.246
C -0.086 -0.934 0.907
C -0.820 3.029 0.552
N 0.096 -2.234 0.518
N 0.097 -0.182 -0.177
S -0.190 1.938 -0.477
H 0.741 -3.217 -1.423
H 0.406 -0.449 -2.280
H -0.369 -0.586 1.982
H -1.887 2.928 0.687
H -0.105 3.779 1.107
H 0.189 -3.087 1.227
H 1.147 2.218 -0.507
*
```

Properties
HOMO level: -0.493 hartree
Orbital gap: 0.328 Ha
Lowest unoccupied orbital energy: -0.1649 Eh
Energy relative to the best compared isomer or geometry (same formula, charge and spin): 68.2 kcal/mol

C15H27Br3CaCl2FN2Na2O7PS2 as an isolated structure, computed with wB97M-V/def2-TZVPD.

Structure (ORCA input):
```
! RIJCOSX wB97M-V def2-TZVPD def2/J DEFGRID3
* xyz 2 1
C 6.201 2.856 0.937
C 4.869 2.243 0.146
O 3.604 2.708 0.744
C 2.459 2.028 0.117
C 1.140 1.975 1.146
O 0.313 3.177 1.109
C -0.846 3.098 0.223
C -0.698 2.129 -1.085
N -0.488 1.209 -1.995
P -0.977 4.891 -0.545
S 0.651 5.052 -1.669
C -2.183 2.829 1.151
Cl -1.735 2.458 2.953
C -2.958 4.313 1.238
N -3.600 5.448 1.429
C -3.280 1.797 0.526
Br -5.089 2.413 1.255
C -3.167 0.236 0.995
C -2.089 -0.682 0.174
H 7.188 2.596 0.326
H 6.285 2.253 1.960
H 6.057 4.007 1.092
H 5.012 1.077 0.145
H 4.868 2.615 -0.980
H 2.805 0.917 -0.141
H 2.146 2.501 -0.933
H 1.642 1.962 2.231
H 0.559 0.952 1.083
H -0.801 5.916 0.491
H -2.172 5.075 -1.327
H -3.420 1.838 -0.636
H -4.237 -0.248 0.773
H -2.980 0.057 2.136
H -2.250 -1.812 0.523
H -0.962 -0.442 0.382
H -2.265 -0.632 -0.984
Br -0.268 -4.376 -4.144
C -0.397 -2.503 -3.619
C 0.658 -2.147 -2.598
Br 0.182 -2.813 -0.828
H -1.418 -2.341 -3.262
H -0.246 -1.937 -4.543
H 0.733 -1.062 -2.482
H 1.646 -2.551 -2.836
F 1.911 -4.485 -5.139
Na -2.589 7.049 0.114
Cl 2.211 1.238 -2.514
O 5.569 -1.162 -0.314
H 4.777 -1.457 -0.789
H 6.187 -1.902 -0.407
C -1.690 -5.971 2.066
C -2.347 -5.478 0.780
O -3.663 -5.083 1.160
S -3.625 -4.517 2.689
O -3.546 -3.075 2.635
O -4.621 -5.223 3.462
O -2.153 -5.093 3.091
H -2.018 -6.985 2.313
H -0.599 -5.946 2.008
H -2.385 -6.252 0.009
H -1.830 -4.597 0.385
Na 5.211 1.312 -2.254
Ca -5.289 -1.451 0.025
*
```

Properties
HOMO level: -0.372 hartree
Orbital gap: 0.067 Ha
Lowest unoccupied orbital energy: -0.3047 Eh
Energy relative to the best compared isomer or geometry (same formula, charge and spin): 156.5 kcal/mol

C43H41N3O7PReS as an isolated structure, computed with wB97M-V/def2-TZVPD.

Structure (ORCA input):
```
! RIJCOSX wB97M-V def2-TZVPD def2/J DEFGRID3
* xyz 1 2
Re -0.550 -0.508 -0.172
O 0.319 3.413 4.088
C -0.777 2.812 4.614
C -1.094 3.167 5.921
C -2.180 2.604 6.558
C -2.991 1.683 5.894
C -2.713 1.364 4.585
C -1.600 1.907 3.930
C -1.364 1.548 2.534
O -0.072 1.624 2.032
N -2.278 1.218 1.716
N -1.803 0.955 0.412
C -2.120 1.901 -0.436
C -1.382 1.910 -1.669
C -1.501 2.915 -2.619
C -0.629 2.932 -3.689
C 0.334 1.938 -3.776
C 0.396 0.958 -2.803
N -0.452 0.920 -1.763
H 0.465 3.150 3.171
H -0.468 3.901 6.411
H -2.406 2.884 7.578
H -3.842 1.240 6.392
H -3.343 0.671 4.043
H -2.800 2.691 -0.141
H -2.259 3.676 -2.492
H -0.684 3.715 -4.432
H 1.044 1.913 -4.591
H 1.160 0.197 -2.839
O 1.621 0.407 1.322
C 0.753 0.506 2.141
C 0.529 -0.365 3.341
C 1.070 0.064 4.550
C 0.890 -0.702 5.688
C 0.176 -1.893 5.617
C -0.349 -2.319 4.409
C -0.167 -1.568 3.249
P -0.829 -2.108 1.641
C -2.485 -2.728 2.140
C -2.749 -4.088 2.292
C -3.989 -4.514 2.754
C -4.977 -3.592 3.062
C -4.730 -2.236 2.890
C -3.495 -1.809 2.433
C 0.013 -3.678 1.246
C -0.278 -4.223 -0.007
C 0.216 -5.468 -0.356
C 0.997 -6.184 0.544
C 1.301 -5.641 1.781
C 0.816 -4.385 2.132
H 1.622 0.995 4.598
H 1.307 -0.370 6.629
H 0.029 -2.489 6.508
H -0.898 -3.252 4.360
H -1.994 -4.823 2.048
H -4.176 -5.573 2.876
H -5.935 -3.929 3.435
H -5.505 -1.512 3.112
H -3.312 -0.752 2.294
H -0.884 -3.662 -0.707
H -0.012 -5.885 -1.329
H 1.376 -7.162 0.275
H 1.916 -6.192 2.481
H 1.078 -3.963 3.093
C 5.747 -5.191 2.116
C 4.907 -4.340 1.201
C 4.697 -4.724 -0.121
C 3.905 -3.966 -0.968
C 3.328 -2.801 -0.484
C 3.534 -2.386 0.825
C 4.324 -3.160 1.657
S 2.292 -1.853 -1.542
O 1.989 -2.646 -2.706
O 2.895 -0.562 -1.760
O 1.021 -1.680 -0.712
H 5.493 -6.246 2.007
H 5.611 -4.905 3.158
H 6.806 -5.087 1.874
H 5.156 -5.635 -0.490
H 3.726 -4.261 -1.993
H 3.079 -1.470 1.175
H 4.487 -2.847 2.683
C -3.869 -1.663 -0.788
C -3.161 -1.610 -2.112
O -1.742 -1.759 -1.930
C -1.048 -1.832 -3.198
C -1.129 -3.214 -3.809
H -3.481 -0.896 -0.120
H -3.729 -2.634 -0.314
H -4.937 -1.496 -0.930
H -3.350 -0.657 -2.620
H -3.515 -2.413 -2.760
H -1.463 -1.072 -3.867
H -0.009 -1.609 -2.995
H -2.156 -3.566 -3.910
H -0.564 -3.924 -3.204
H -0.679 -3.184 -4.802
*
```

Properties
HOMO level (alpha / beta): -0.384 / -0.379 hartree
Orbital gap (alpha / beta): 0.255 / 0.229 Ha
Lowest unoccupied orbital energy (alpha / beta): -0.1289 / -0.1502 Eh
Energy relative to the best compared isomer or geometry (same formula, charge and spin): 7.5 kcal/mol

A 10-piece molecular cluster, C51H126N10O3 overall, computed with wB97M-V/def2-TZVPD.

Structure (ORCA input):
```
! RIJCOSX wB97M-V def2-TZVPD def2/J DEFGRID3
* xyz 0 1
C -21.627 -1.216 -17.143
C -21.642 -1.198 -15.629
N -22.010 -2.519 -15.090
C -21.450 -2.765 -13.770
C -20.030 -3.323 -13.812
C -23.463 -2.655 -15.047
C -23.936 -4.098 -15.141
H -21.100 -0.332 -17.505
H -22.623 -1.288 -17.577
H -21.098 -2.092 -17.519
H -20.671 -0.947 -15.183
H -22.270 -0.371 -15.256
H -21.631 -1.940 -13.060
H -22.038 -3.570 -13.311
H -19.610 -3.352 -12.802
H -20.055 -4.327 -14.219
H -19.374 -2.664 -14.388
H -23.906 -2.104 -15.880
H -23.884 -2.211 -14.127
H -23.452 -4.628 -15.961
H -25.022 -4.123 -15.250
H -23.748 -4.667 -14.224
C -28.186 -5.801 -17.001
C -28.143 -5.129 -15.622
N -29.144 -4.118 -15.333
C -30.517 -4.626 -15.244
C -30.725 -5.631 -14.122
C -29.078 -2.981 -16.253
C -29.530 -1.655 -15.674
H -28.262 -5.062 -17.796
H -29.006 -6.523 -17.047
H -27.294 -6.408 -17.168
H -28.209 -5.859 -14.812
H -27.138 -4.706 -15.517
H -31.135 -3.746 -15.063
H -30.822 -5.083 -16.201
H -30.190 -6.559 -14.316
H -30.343 -5.211 -13.189
H -31.781 -5.828 -13.948
H -29.563 -3.217 -17.216
H -28.029 -2.878 -16.559
H -29.154 -0.885 -16.348
H -29.068 -1.502 -14.699
H -30.613 -1.611 -15.578
C -17.804 0.888 -8.478
C -17.258 0.760 -9.891
N -18.112 -0.076 -10.711
C -18.034 0.136 -12.138
C -18.476 1.498 -12.628
C -18.147 -1.487 -10.401
C -16.923 -2.282 -10.881
H -18.893 0.827 -8.483
H -17.538 1.842 -8.015
H -17.430 0.127 -7.790
H -17.123 1.758 -10.294
H -16.267 0.280 -9.808
H -17.010 -0.081 -12.496
H -18.688 -0.598 -12.620
H -19.525 1.632 -12.327
H -17.908 2.329 -12.214
H -18.541 1.572 -13.713
H -19.062 -1.873 -10.868
H -18.348 -1.731 -9.354
H -17.021 -2.581 -11.926
H -16.880 -3.256 -10.381
H -16.000 -1.759 -10.645
C -21.112 -5.400 -9.427
C -22.201 -6.462 -9.595
N -22.008 -7.309 -10.754
C -23.012 -8.379 -10.742
C -22.640 -9.471 -9.748
C -22.045 -6.425 -11.947
C -22.307 -7.118 -13.273
H -21.318 -4.468 -9.958
H -20.159 -5.778 -9.809
H -20.924 -5.170 -8.377
H -22.075 -7.055 -8.680
H -23.211 -6.039 -9.473
H -23.057 -8.798 -11.743
H -24.025 -8.004 -10.513
H -22.849 -9.122 -8.736
H -21.592 -9.727 -9.868
H -23.309 -10.321 -9.889
H -22.843 -5.672 -11.823
H -21.078 -5.922 -11.966
H -22.188 -6.433 -14.109
H -21.609 -7.952 -13.397
H -23.305 -7.552 -13.266
C -26.184 3.980 -12.067
C -25.270 3.038 -12.833
N -25.349 1.644 -12.448
C -26.716 1.112 -12.464
C -27.452 1.197 -13.797
C -24.388 0.811 -13.178
C -22.960 1.288 -12.984
H -26.098 4.978 -12.502
H -25.920 4.020 -11.010
H -27.237 3.724 -12.186
H -25.483 3.157 -13.921
H -24.233 3.373 -12.778
H -26.654 0.058 -12.179
H -27.215 1.660 -11.665
H -26.772 0.951 -14.620
H -28.327 0.555 -13.824
H -27.735 2.217 -14.079
H -24.620 0.753 -14.252
H -24.518 -0.161 -12.692
H -22.297 0.418 -13.066
H -22.751 1.715 -12.005
H -22.632 1.920 -13.810
C -21.415 -1.286 -23.618
C -21.842 -2.567 -22.882
N -22.526 -2.384 -21.608
C -23.916 -1.991 -21.681
C -24.804 -3.019 -22.351
C -21.768 -1.624 -20.632
C -20.379 -2.151 -20.375
H -20.529 -1.505 -24.213
H -21.120 -0.491 -22.931
H -22.246 -0.911 -24.214
H -22.486 -3.154 -23.531
H -20.982 -3.206 -22.673
H -24.250 -1.831 -20.651
H -24.039 -1.010 -22.184
H -24.663 -3.972 -21.831
H -25.853 -2.736 -22.311
H -24.502 -3.214 -23.378
H -22.323 -1.721 -19.696
H -21.769 -0.544 -20.867
H -20.378 -3.235 -20.252
H -20.031 -1.686 -19.452
H -19.651 -1.920 -21.155
C -19.447 1.770 -18.505
C -18.289 1.839 -17.520
N -17.877 3.201 -17.248
C -16.501 3.292 -16.818
C -16.131 2.539 -15.528
C -18.824 3.987 -16.465
C -18.643 5.487 -16.671
H -19.205 2.422 -19.349
H -20.395 2.101 -18.083
H -19.577 0.784 -18.956
H -18.530 1.316 -16.573
H -17.456 1.292 -17.968
H -15.835 2.959 -17.623
H -16.216 4.344 -16.737
H -15.993 1.480 -15.747
H -15.219 2.985 -15.135
H -16.920 2.631 -14.784
H -18.723 3.720 -15.401
H -19.808 3.713 -16.844
H -17.702 5.806 -16.226
H -19.501 6.004 -16.247
H -18.583 5.718 -17.735
C -22.081 -1.246 -10.124
C -23.314 -2.076 -9.877
O -23.554 -3.095 -10.512
N -24.153 -1.558 -8.951
C -25.434 -2.128 -8.565
H -22.298 -0.404 -10.781
H -21.228 -1.768 -10.544
H -21.793 -0.879 -9.134
H -23.901 -0.687 -8.520
H -25.613 -1.930 -7.509
H -25.381 -3.211 -8.646
H -26.246 -1.729 -9.172
C -19.854 -5.004 -17.142
C -18.513 -4.324 -17.305
O -17.506 -4.948 -17.594
N -18.524 -2.972 -17.109
C -17.350 -2.162 -17.289
H -20.371 -4.716 -16.228
H -19.658 -6.071 -17.092
H -20.477 -4.744 -17.998
H -19.356 -2.612 -16.675
H -16.907 -1.849 -16.340
H -17.618 -1.264 -17.853
H -16.614 -2.734 -17.843
C -26.071 -5.296 -10.392
C -27.325 -5.413 -11.223
O -28.165 -6.261 -10.947
N -27.552 -4.522 -12.211
C -26.811 -3.343 -12.594
H -25.541 -6.242 -10.442
H -26.397 -5.085 -9.375
H -25.436 -4.469 -10.707
H -28.469 -4.615 -12.622
H -25.748 -3.471 -12.798
H -26.850 -2.623 -11.759
H -27.311 -2.821 -13.407
*
```

Properties
HOMO level: -0.301 hartree
Orbital gap: 0.314 Ha
Lowest unoccupied orbital energy: 0.0128 Eh
Energy relative to the best compared isomer or geometry (same formula, charge and spin): 29.5 kcal/mol

CH22O10 as an isolated structure, computed with wB97M-V/def2-TZVPD.

Structure (ORCA input):
```
! RIJCOSX wB97M-V def2-TZVPD def2/J DEFGRID3
* xyz 0 1
O -31.350 -22.352 7.634
H -32.294 -22.326 7.457
H -31.037 -21.814 8.365
H -30.885 -22.106 6.831
C -30.094 -21.016 5.584
O -30.334 -22.196 6.207
H -29.385 -20.362 6.092
H -29.746 -21.316 4.595
H -30.942 -20.362 5.381
O -30.887 -18.619 4.810
H -31.617 -18.465 4.210
H -31.043 -19.497 5.157
O -28.224 -19.659 7.098
H -27.347 -19.761 6.728
H -28.496 -20.549 7.322
O -29.184 -23.620 5.254
H -29.041 -24.092 6.075
H -29.545 -22.776 5.523
O -30.508 -21.174 3.085
H -30.234 -21.194 4.002
H -30.470 -22.088 2.803
O -30.281 -19.031 7.909
H -30.953 -19.301 8.535
H -30.016 -19.844 7.477
O -31.650 -22.831 4.778
H -31.041 -22.374 5.358
H -31.658 -22.307 3.977
O -28.577 -21.549 7.640
H -29.317 -21.550 7.033
H -27.810 -21.682 7.084
O -28.800 -18.514 5.474
H -28.227 -18.870 4.795
H -28.720 -19.131 6.202
*
```

Properties
HOMO level: -0.318 hartree
Orbital gap: 0.294 Ha
Lowest unoccupied orbital energy: -0.0243 Eh
Energy relative to the best compared isomer or geometry (same formula, charge and spin): 541.8 kcal/mol

A 2-piece molecular cluster, C3H7FSi overall, computed with wB97M-V/def2-TZVPD.

Structure (ORCA input):
```
! RIJCOSX wB97M-V def2-TZVPD def2/J DEFGRID3
* xyz 0 1
C -2.508 1.037 -0.334
C -1.616 0.533 0.509
C 2.475 0.318 0.291
F 1.886 1.543 0.010
Si 1.575 -0.928 -0.902
H -2.203 1.576 -1.190
H -3.326 1.282 0.221
H -0.830 0.332 -0.236
H 2.560 0.224 1.317
H 3.596 0.292 -0.079
H -1.947 0.397 1.513
H 1.965 -2.161 -0.129
*
```

Properties
HOMO level: -0.329 hartree
Orbital gap: 0.298 Ha
Lowest unoccupied orbital energy: -0.0309 Eh
Energy relative to the best compared isomer or geometry (same formula, charge and spin): 68.6 kcal/mol

| no. | E_tot (hartree) |
| --- | --- |
| 1 | -665.4228 |
| 2 | -573.7443 |
| 3 | -663.9660 |
| 4 | -12105.0584 |
| 5 | -3171.7286 |
| 6 | -2791.9726 |
| 7 | -802.8118 |
| 8 | -507.6772 |